Record 1
Molecular formula: C24H64F6N6O8
Method: DFT, ωB97M-V/def2-TZVPD

DFT total energy: -2482.36351 a.u.
HOMO energy: -8.189 eV
charge: 0
largest force on an atom: 3.41 eV/A

```
108
Properties=species:S:1:pos:R:3:forces:R:3
N -3.6592 -2.8818 25.1026 1.2 3.0 -0.3
H -3.2253 -2.9990 26.0092 -0.2 0.2 0.1
H -4.1355 -3.7560 24.7736 -0.5 -1.6 0.0
H -2.9745 -2.5653 24.4172 0.3 -0.4 0.1
H -4.3777 -2.1249 25.0309 0.2 0.7 0.9
N -6.5995 -2.7414 23.6206 0.5 0.5 0.0
H -6.3313 -2.2502 22.7655 -0.8 -0.2 -0.3
H -5.9802 -3.5476 23.7451 -0.3 -0.7 0.5
H -7.6126 -2.9272 23.6868 -0.1 -0.5 -0.7
H -6.3908 -2.0297 24.3161 0.5 0.7 0.6
C -4.9440 -5.6581 25.5811 -0.6 1.3 -0.2
O -3.6514 -5.8148 26.1285 -0.4 -0.9 0.8
O -4.9062 -4.7975 24.5198 -1.0 -2.6 -1.2
C -5.7677 -6.9916 25.4552 -0.2 0.4 -1.6
F -5.3202 -7.8951 24.5410 0.4 0.1 0.7
F -5.9075 -7.5740 26.6524 0.3 -0.1 -0.3
F -7.0140 -6.7130 24.9921 0.2 0.4 0.6
C -2.7915 -6.7663 25.5241 1.0 0.6 -1.1
C -1.3957 -6.6174 26.1165 -0.3 -0.1 0.3
H -1.4371 -6.6324 27.2066 0.1 0.0 0.0
H -0.7462 -7.4247 25.7778 -0.1 0.0 0.0
H -0.9450 -5.6778 25.7963 -0.1 0.1 0.1
H -2.6579 -6.4938 24.4697 -0.3 -0.1 -0.2
H -3.1420 -7.7993 25.5200 -0.2 0.1 0.5
H -5.5732 -5.1485 26.3222 0.3 -0.2 0.8
C -4.8462 0.6023 24.6561 0.8 -2.9 -1.7
O -3.6413 0.7367 25.3763 -0.4 0.6 1.4
O -5.3843 -0.6364 24.8520 -0.4 1.1 0.8
C -5.7681 1.8451 24.6894 0.2 0.9 0.5
F -5.3535 2.6888 23.6972 -0.1 0.0 0.2
F -7.0457 1.5731 24.4188 -0.2 -0.4 -0.1
F -5.7676 2.5983 25.8219 0.2 -0.7 -0.3
C -2.6794 1.7122 24.9621 -0.3 -0.5 0.4
C -1.6329 1.7056 26.0741 -0.2 -0.5 -0.1
H -2.0368 2.2356 26.9352 0.2 0.2 0.0
H -1.4901 0.6748 26.4034 0.0 0.0 -0.1
H -0.6518 2.0854 25.7934 -0.1 0.3 -0.1
H -3.1129 2.7110 24.8838 -0.1 0.0 -0.2
H -2.3394 1.3707 23.9794 0.4 0.3 -0.1
H -4.4899 0.5548 23.6126 -0.2 0.9 -0.5
C -4.4761 -0.9780 21.0974 0.9 -0.3 -0.9
C -5.8710 -0.9017 20.5227 -0.6 1.3 -0.2
C -6.2792 -2.1785 19.7566 -0.3 1.1 1.1
O -6.0717 -3.2537 20.6485 -0.1 -0.5 -0.4
C -6.4067 -4.4921 20.0571 0.3 -0.7 0.1
N -6.8292 -0.5528 21.5973 0.3 -0.6 0.7
H -4.2449 -0.1907 21.8131 -0.2 -0.2 0.2
H -3.7777 -0.7963 20.2735 0.0 -0.1 0.0
H -4.2106 -1.9723 21.4490 -0.2 0.1 0.5
H -5.8696 -0.0196 19.8732 0.1 -0.4 -0.7
H -5.7398 -2.3032 18.8144 0.2 0.0 0.1
H -7.3445 -2.0589 19.5286 -0.1 -0.3 -0.2
H -7.4770 -4.7178 20.0392 -0.2 0.5 -0.2
H -5.9872 -5.3248 20.6229 0.3 0.3 0.3
H -5.9699 -4.5594 19.0569 -0.2 0.0 -0.1
H -7.6406 -0.0054 21.3410 0.0 -0.2 -0.6
H -6.3325 0.0301 22.2628 -0.1 -0.1 0.2
C -2.6782 -6.3240 21.2462 0.6 -0.3 -1.2
C -1.8808 -5.1504 21.7769 0.6 0.3 1.3
C -1.1045 -4.4112 20.7002 -0.4 0.0 -0.9
O -0.4961 -5.3410 19.8301 0.3 -0.6 0.1
C 0.2048 -4.7355 18.7727 -0.7 0.6 -0.1
N -2.7354 -4.1447 22.4508 0.0 -0.4 -1.0
H -2.0114 -7.0462 20.7675 0.1 -0.2 0.4
H -3.2705 -6.0255 20.3749 -0.4 0.3 0.3
H -3.2925 -6.8272 21.9904 0.0 0.2 0.1
H -1.1891 -5.4738 22.5626 0.1 -0.3 -0.2
H -0.3760 -3.6656 21.0341 0.1 -0.2 0.6
H -1.8435 -3.8090 20.1439 -0.1 -0.1 -0.2
H 1.0015 -4.0967 19.1644 0.1 0.1 -0.2
H -0.5247 -4.1505 18.1969 0.3 0.4 0.0
H 0.6086 -5.4479 18.0557 0.1 -0.4 0.5
H -3.3461 -4.6732 23.0766 -0.2 0.2 0.1
H -3.3267 -3.9016 21.6543 -0.5 0.5 0.5
C -7.5844 -2.7054 27.3396 1.1 0.6 0.3
C -8.7754 -3.5424 27.6587 -1.7 -0.4 -0.2
C -9.6677 -2.9515 28.7727 0.7 -0.5 0.7
O -9.1361 -2.8617 30.1043 0.1 0.2 -0.4
C -8.5600 -4.0720 30.5741 0.3 0.2 -1.2
N -9.6673 -3.6257 26.4933 0.3 -0.2 -1.3
H -6.8914 -2.5386 28.1700 -0.4 -0.3 0.4
H -7.8830 -1.6844 27.0861 0.0 -0.1 -0.4
H -6.9276 -3.1383 26.5825 -0.4 0.1 -0.4
H -8.5126 -4.5805 27.8624 0.2 0.1 0.1
H -10.5763 -3.5568 28.8219 -0.2 0.0 -0.1
H -9.9009 -1.9442 28.4282 -0.2 0.1 0.4
H -7.8301 -3.8313 31.3429 -0.4 0.0 0.3
H -7.9898 -4.5046 29.7489 0.2 -0.3 0.2
H -9.3011 -4.8221 30.8607 -0.1 0.2 0.4
H -9.9578 -2.7768 26.0120 0.3 0.2 0.9
H -10.4887 -4.2091 26.5545 0.2 -0.2 0.6
C -10.3992 -1.8493 21.4645 -0.6 0.2 0.7
C -10.0934 -1.8903 22.9711 0.4 -0.1 -0.1
C -11.3348 -1.6744 23.8503 0.5 -0.4 0.4
O -10.9686 -1.3746 25.2163 -1.2 -0.2 -0.4
C -10.2433 -0.2362 25.5269 1.8 1.1 0.5
N -9.4473 -3.1698 23.3314 -0.4 -0.3 -0.4
H -10.9243 -0.9239 21.2213 0.0 0.0 0.0
H -11.0932 -2.6667 21.2518 0.1 -0.1 -0.3
H -9.5257 -1.9092 20.8191 0.2 -0.2 0.2
H -9.3297 -1.1427 23.2048 -0.3 0.4 -0.1
H -11.8327 -2.6361 23.9839 0.0 -0.1 -0.2
H -12.1065 -1.0482 23.3960 0.3 0.8 0.3
H -9.2116 -0.2887 25.1503 -0.2 0.2 -0.6
H -10.0032 -0.1542 26.5936 -0.7 -0.7 0.2
H -10.6755 0.7478 25.3232 -0.4 -0.3 -0.6
H -9.7994 -3.8798 22.6942 0.2 -0.1 0.0
H -9.7647 -3.4819 24.2444 0.3 0.0 0.2
```
Positions in Å, forces in eV/Å.

These are the Mulliken partial charges, in e, on atoms 1 to 8:
1. N 0.05
2. H 0.37
3. H 0.21
4. H 0.43
5. H 0.04
6. N 1.80
7. H -0.28
8. H -0.03

Record 2
Molecular formula: C24H64F6O24PS8
Method: DFT, ωB97M-V/def2-TZVPD

DFT total energy: -6884.87599 a.u.
HOMO energy: -9.013 eV
charge: -1
largest force on an atom: 2.42 eV/A
energy above the lowest of the compared OMol25 structures with the same formula, charge and spin: 5.6 kcal/mol

```
127
Properties=species:S:1:pos:R:3:forces:R:3
P -0.8967 -0.4902 -0.2715 -1.1 -1.1 -0.4
F -0.2160 -1.3562 -1.4908 -0.2 0.7 0.4
F -0.4115 0.9250 -0.8477 1.1 0.1 0.4
F -2.2077 -0.2108 -1.2376 -0.3 -0.5 0.7
F -1.5510 0.2109 1.0535 -0.3 0.7 -0.6
F -1.6122 -1.8620 0.2670 0.4 0.0 -0.3
F 0.4294 -0.7331 0.6174 0.0 0.1 -0.4
O 5.0266 -0.4703 -2.5601 -0.6 -0.6 1.0
S 4.3749 -1.3528 -1.6174 0.6 0.2 0.9
O 3.6000 -2.4727 -2.0872 0.4 0.4 0.0
O 5.5900 -1.9095 -0.6295 -1.5 0.8 -1.7
C 5.2280 -3.0481 0.1572 0.2 -0.6 0.5
C 6.4963 -3.8550 0.3455 -0.1 -0.5 -0.1
C 3.3541 -0.4363 -0.3934 1.1 -0.5 -1.2
H 4.4739 -3.6749 -0.3197 0.0 0.3 -0.3
H 4.8043 -2.6823 1.0978 0.1 -0.1 0.1
H 6.2540 -4.8722 0.6575 -0.1 0.2 0.5
H 7.1769 -3.3871 1.0541 0.1 -0.1 -0.1
H 6.9824 -4.0149 -0.6181 0.1 0.4 0.0
H 4.0721 0.1156 0.2078 -0.2 0.1 0.1
H 2.7759 -1.1579 0.1738 0.0 0.0 0.0
H 2.7183 0.2210 -0.9787 -0.1 -0.1 0.1
O 0.6485 5.5742 -4.9268 -0.6 -0.4 -0.1
S -0.3259 4.6771 -4.3795 -0.4 -0.7 0.6
O -1.7428 4.9799 -4.3191 1.0 -0.1 -0.6
O -0.1196 3.2468 -5.1399 0.3 1.3 0.3
C -1.1852 2.2905 -5.1067 -0.8 -0.7 0.4
C -1.9551 2.3097 -6.4148 -0.2 0.3 0.3
C 0.1337 4.2630 -2.7038 -0.1 -0.2 -0.1
H -1.8163 2.4751 -4.2345 -0.1 0.1 -0.1
H -0.7749 1.2932 -4.9403 0.5 0.2 -0.1
H -1.2151 2.5157 -7.1868 -0.3 0.0 -0.3
H -2.7398 3.0664 -6.3847 0.3 0.3 -0.2
H -2.4811 1.3756 -6.6118 0.3 -0.2 0.1
H -0.1049 3.2080 -2.5704 0.1 0.0 0.1
H -0.4853 4.8408 -2.0215 0.0 0.1 -0.1
H 1.1869 4.4616 -2.5269 0.0 -0.1 -0.2
O -1.5513 4.1076 3.5771 0.5 0.6 -0.3
S -0.9366 4.9850 2.6141 -1.0 0.3 -0.9
O 0.4513 5.3232 2.6830 -0.3 -0.4 -0.2
O -1.2699 4.4014 1.1393 0.5 1.1 0.6
C -2.4299 3.5500 1.0350 0.3 -2.1 -0.1
C -2.9171 3.3882 -0.4110 1.2 0.6 0.9
C -1.8686 6.5292 2.5404 -0.1 -1.4 0.5
H -3.2329 3.7883 1.7343 0.1 0.6 -0.1
H -2.0495 2.5876 1.3863 -0.3 -0.1 -0.1
H -2.0780 3.2204 -1.0866 0.1 0.1 0.2
H -3.3982 4.3203 -0.7013 -0.6 -0.4 -0.4
H -3.4627 2.4469 -0.4338 -0.6 0.4 -0.2
H -1.5185 7.1845 1.7512 0.3 0.0 0.2
H -1.7844 6.8761 3.5687 0.0 0.6 -0.2
H -2.8954 6.2252 2.3396 -0.1 0.1 0.1
O 3.8381 4.5232 4.1534 -0.1 0.2 -1.4
S 4.0432 4.5720 2.7306 -0.7 -0.9 -0.8
O 5.2882 4.1165 2.1551 -0.5 0.9 0.4
O 2.8844 3.6469 1.9876 0.9 1.6 1.6
C 3.1225 3.1212 0.6897 -0.7 -0.4 -1.0
C 1.7696 2.5057 0.3135 0.5 -0.6 0.4
C 3.5483 6.2401 2.1476 0.9 -0.6 -0.1
H 3.9711 2.4407 0.7274 -0.2 -0.2 0.0
H 3.3299 3.8547 -0.0971 0.3 0.6 0.5
H 0.9677 3.2215 0.4900 0.1 0.1 -0.1
H 1.5800 1.6342 0.9390 0.0 0.0 0.0
H 1.7193 2.1534 -0.7152 0.2 0.2 -0.1
H 2.5574 6.4635 2.5275 0.1 -0.1 0.1
H 3.5928 6.3166 1.0617 -0.2 -0.5 0.0
H 4.3230 6.9269 2.4875 -0.1 0.0 0.4
O -3.7751 -5.5173 -4.1298 0.6 0.1 -0.3
S -2.6609 -4.7310 -3.6915 -0.7 1.7 0.4
O -1.3386 -5.2664 -3.5541 -0.4 -0.2 0.1
O -2.5697 -3.4385 -4.6823 -0.2 -1.6 0.3
C -1.5060 -2.4846 -4.4775 -0.6 1.0 0.2
C -1.3088 -1.8173 -5.8363 0.8 -0.4 0.2
C -3.1532 -3.8209 -2.1833 1.4 -0.9 -1.4
H -0.6222 -2.8800 -3.9760 0.1 -0.5 -0.6
H -1.9131 -1.7753 -3.7493 0.2 0.3 -0.2
H -0.3873 -1.2330 -5.8795 -0.2 0.3 0.4
H -2.1754 -1.2123 -6.0908 0.0 0.0 -0.1
H -1.1320 -2.5650 -6.6109 -0.4 -0.2 0.1
H -4.0580 -3.2818 -2.4412 -0.1 -0.1 0.2
H -2.2777 -3.1782 -2.0923 -0.3 0.3 0.6
H -3.2060 -4.5358 -1.3679 -0.2 0.1 0.1
O 2.9223 1.9798 5.0754 -0.9 -1.3 -0.9
S 2.3079 1.0326 4.1720 -0.5 0.0 -0.2
O 3.0634 0.4420 3.0834 -0.4 0.5 0.8
O 1.6976 -0.1466 5.0805 0.7 0.1 -0.6
C 1.1156 -1.2700 4.3702 -0.6 -0.7 1.3
C 0.6641 -2.2150 5.4724 -0.2 -0.3 -0.1
C 0.7482 1.6542 3.5002 0.5 0.7 0.3
H 1.8172 -1.8365 3.7617 0.2 0.6 -0.3
H 0.2224 -0.9653 3.8259 0.3 0.3 -0.4
H 1.5252 -2.6430 5.9838 0.0 0.0 0.0
H 0.0798 -3.0227 5.0258 0.2 -0.1 -0.1
H 0.0052 -1.7454 6.2030 0.1 0.2 0.0
H 0.9945 2.6532 3.1420 -0.1 -0.1 -0.2
H -0.0092 1.7588 4.2745 0.3 -0.1 0.3
H 0.3569 1.0238 2.7049 0.3 -0.1 -0.1
O 4.2680 -5.9876 1.8822 -0.5 -0.1 0.1
S 2.8997 -5.6011 2.0288 -1.6 0.6 -1.7
O 2.4863 -4.5627 2.9228 0.3 -0.2 0.6
O 2.3810 -5.1279 0.5665 1.0 -0.6 0.3
C 1.1858 -4.3182 0.4582 -0.2 0.6 1.2
C 0.6731 -4.3680 -0.9314 0.2 0.1 -1.6
C 1.7832 -7.0110 2.2317 0.7 0.6 -0.2
H 1.4120 -3.3139 0.8194 0.1 0.0 -0.2
H 0.4147 -4.6841 1.1445 0.1 -0.2 0.0
H 0.8179 -5.3665 -1.3486 -0.4 -0.1 0.1
H 1.1660 -3.7143 -1.6548 0.5 0.1 0.4
H -0.3624 -4.0417 -1.0156 -0.1 -0.3 0.4
H 0.8446 -6.6831 1.7920 -0.1 0.0 0.4
H 1.7222 -7.2038 3.2988 -0.1 -0.2 -0.1
H 2.1460 -7.8382 1.6271 0.2 -0.1 0.3
O -6.7970 -1.1442 3.4753 0.6 -0.3 -1.0
S -5.7481 -1.4811 2.5440 1.4 0.5 0.3
O -5.1973 -2.8168 2.4619 -0.8 0.7 0.2
O -6.1870 -1.0043 1.0835 -1.2 -0.8 0.7
C -5.3736 -1.4759 0.0115 0.3 1.7 -1.7
C -5.6763 -0.5549 -1.2070 1.4 0.2 -0.3
C -4.3450 -0.3239 2.7473 -0.6 -1.3 0.4
H -5.4572 -2.5307 -0.2371 -0.5 -0.1 0.4
H -4.3354 -1.2586 0.2657 0.2 -0.3 -0.1
H -4.9881 -0.8337 -2.0119 -0.1 -0.4 0.0
H -5.2986 0.4568 -1.0327 -0.2 0.0 0.5
H -6.6547 -0.4242 -1.6649 -0.3 -0.6 0.6
H -4.3051 -0.1425 3.8189 0.0 0.5 -0.1
H -4.5368 0.5233 2.0984 0.1 0.2 0.3
H -3.4439 -0.8644 2.4658 0.0 0.1 -0.2
```
Positions in Å, forces in eV/Å.

These are the Mulliken partial charges, in e, on atoms 1 to 8:
1. P 1.94
2. F -0.41
3. F -0.58
4. F -0.40
5. F -0.54
6. F -0.50
7. F -0.34
8. O -0.67